{
  "formula": "C49H118N6O4",
  "method": "ωB97M-V with the def2-TZVPD basis set",
  "symbols": ["C", "C", "N", "C", "C", "C", "C", "H", "H", "H", "H", "H", "H", "H", "H", "H", "H", "H", "H", "H", "H", "H", "C", "C", "N", "C", "C", "C", "C", "H", "H", "H", "H", "H", "H", "H", "H", "H", "H", "H", "H", "H", "H", "H", "C", "C", "N", "C", "C", "C", "C", "H", "H", "H", "H", "H", "H", "H", "H", "H", "H", "H", "H", "H", "H", "H", "C", "C", "N", "C", "C", "C", "C", "H", "H", "H", "H", "H", "H", "H", "H", "H", "H", "H", "H", "H", "H", "H", "C", "C", "N", "C", "C", "C", "C", "H", "H", "H", "H", "H", "H", "H", "H", "H", "H", "H", "H", "H", "H", "H", "C", "C", "N", "C", "C", "C", "C", "H", "H", "H", "H", "H", "H", "H", "H", "H", "H", "H", "H", "H", "H", "H", "C", "O", "H", "H", "H", "H", "C", "C", "C", "O", "C", "H", "H", "H", "H", "H", "H", "H", "H", "C", "C", "C", "O", "C", "H", "H", "H", "H", "H", "H", "H", "H", "C", "C", "C", "O", "C", "H", "H", "H", "H", "H", "H", "H", "H"],
  "xyz": [[-4.243, 0.811, 4.814], [-3.272, 1.855, 4.270], [-3.265, 2.027, 2.816], [-4.515, 2.554, 2.280], [-4.888, 3.999, 2.731], [-2.118, 2.842, 2.377], [-0.784, 2.084, 2.536], [-5.233, 0.902, 4.370], [-4.302, 0.950, 5.894], [-3.847, -0.191, 4.647], [-3.366, 2.808, 4.798], [-2.267, 1.536, 4.553], [-4.365, 2.618, 1.201], [-5.370, 1.896, 2.432], [-4.086, 4.700, 2.500], [-5.699, 4.297, 2.065], [-5.247, 4.061, 3.758], [-1.981, 3.744, 2.976], [-2.186, 3.052, 1.309], [0.041, 2.473, 1.940], [-0.868, 0.999, 2.473], [-0.454, 2.292, 3.557], [-2.654, 0.759, -5.059], [-2.512, 2.028, -4.172], [-3.762, 2.824, -4.088], [-4.015, 3.414, -5.446], [-5.477, 3.682, -5.672], [-3.672, 3.867, -3.059], [-3.690, 3.304, -1.654], [-2.357, 0.973, -6.086], [-3.684, 0.403, -5.084], [-2.040, -0.057, -4.679], [-2.287, 1.690, -3.159], [-1.586, 2.567, -4.393], [-3.475, 4.355, -5.586], [-3.658, 2.789, -6.264], [-5.989, 4.228, -4.878], [-5.646, 4.303, -6.554], [-6.043, 2.769, -5.862], [-4.557, 4.474, -3.257], [-2.796, 4.505, -3.204], [-3.926, 4.023, -0.868], [-2.723, 2.877, -1.388], [-4.463, 2.537, -1.580], [3.524, -3.559, 1.454], [3.896, -5.032, 1.309], [3.112, -5.658, 0.263], [3.744, -6.923, -0.187], [2.977, -7.501, -1.357], [1.712, -5.756, 0.767], [0.654, -5.130, -0.162], [3.769, -3.035, 0.529], [4.114, -3.093, 2.244], [2.464, -3.396, 1.647], [4.929, -5.067, 0.956], [3.862, -5.584, 2.252], [4.753, -6.732, -0.553], [3.867, -7.663, 0.609], [1.968, -7.815, -1.086], [2.881, -6.741, -2.133], [3.473, -8.358, -1.813], [1.539, -5.342, 1.762], [1.486, -6.804, 0.983], [-0.347, -5.073, 0.269], [0.642, -5.674, -1.106], [0.922, -4.088, -0.343], [0.797, -5.134, 5.292], [1.480, -3.797, 4.921], [0.436, -2.809, 4.622], [0.905, -1.407, 4.681], [2.043, -1.101, 3.735], [-0.281, -3.082, 3.350], [-1.653, -2.427, 3.401], [-0.087, -5.027, 5.919], [1.475, -5.784, 5.846], [0.479, -5.687, 4.407], [2.066, -3.393, 5.747], [2.160, -3.837, 4.067], [1.197, -1.221, 5.716], [0.028, -0.771, 4.559], [1.672, -0.952, 2.719], [2.809, -1.874, 3.689], [2.562, -0.162, 3.934], [0.307, -2.738, 2.494], [-0.382, -4.156, 3.199], [-1.741, -1.402, 3.035], [-2.285, -2.917, 2.656], [-2.116, -2.493, 4.385], [1.903, 5.539, 2.715], [2.666, 4.684, 3.686], [3.968, 4.267, 3.214], [4.729, 3.561, 4.267], [6.200, 3.375, 3.894], [3.983, 3.693, 1.851], [3.331, 2.318, 1.773], [2.439, 6.330, 2.191], [1.113, 6.056, 3.261], [1.351, 4.954, 1.976], [2.765, 5.308, 4.576], [2.110, 3.794, 3.998], [4.579, 4.170, 5.160], [4.314, 2.586, 4.541], [6.717, 2.905, 4.732], [6.414, 2.687, 3.075], [6.688, 4.321, 3.657], [5.007, 3.666, 1.478], [3.425, 4.315, 1.151], [3.158, 2.064, 0.725], [2.321, 2.245, 2.179], [3.885, 1.479, 2.197], [-3.531, -4.353, -0.648], [-3.770, -3.270, -1.709], [-3.057, -3.550, -2.971], [-3.543, -2.748, -4.078], [-4.945, -3.126, -4.590], [-1.634, -3.288, -2.758], [-0.722, -4.004, -3.721], [-4.187, -4.158, 0.201], [-2.495, -4.347, -0.311], [-3.763, -5.362, -0.986], [-4.845, -3.152, -1.844], [-3.425, -2.282, -1.388], [-3.564, -1.705, -3.747], [-2.891, -2.864, -4.943], [-5.253, -2.493, -5.423], [-4.931, -4.096, -5.089], [-5.703, -3.082, -3.809], [-1.332, -3.481, -1.729], [-1.409, -2.216, -2.813], [0.332, -3.826, -3.504], [-0.742, -3.612, -4.739], [-0.972, -5.064, -3.772], [-4.853, -0.167, 0.439], [-3.781, -0.368, 1.318], [-4.608, 0.401, -0.463], [-5.160, -1.148, 0.078], [-5.653, 0.411, 0.904], [-3.460, 0.441, 1.744], [6.498, 0.594, -4.187], [5.661, 1.735, -3.652], [4.765, 0.995, -2.656], [5.428, -0.200, -2.325], [6.705, -0.167, -2.889], [7.456, 0.924, -4.590], [6.012, -0.013, -4.951], [5.063, 2.262, -4.397], [6.252, 2.524, -3.186], [3.802, 0.785, -3.123], [4.614, 1.662, -1.804], [7.087, -1.172, -3.075], [7.436, 0.284, -2.213], [0.987, 3.637, -3.056], [2.342, 3.985, -2.391], [2.106, 5.365, -1.819], [0.804, 5.190, -1.266], [-0.004, 4.387, -2.169], [0.814, 2.571, -3.206], [1.050, 3.995, -4.085], [3.129, 4.042, -3.145], [2.658, 3.302, -1.603], [2.103, 6.198, -2.525], [2.791, 5.596, -1.002], [-0.602, 4.995, -2.850], [-0.599, 3.838, -1.440], [0.647, -0.987, -0.680], [-0.715, -0.892, -0.039], [-1.399, 0.136, -0.942], [-0.324, 0.744, -1.721], [0.905, 0.453, -1.120], [0.508, -1.608, -1.566], [1.419, -1.397, -0.028], [-0.617, -0.496, 0.972], [-1.263, -1.834, -0.025], [-1.893, 0.891, -0.329], [-2.075, -0.296, -1.679], [1.034, 1.240, -0.372], [1.759, 0.499, -1.797]],
  "forces_ev_per_angstrom": [[0.3469, 0.2503, -0.1286], [0.6603, -0.2408, 0.1417], [0.0310, -0.0045, 0.0157], [0.0962, 1.4595, -0.0802], [-0.2920, -0.7575, -0.8385], [0.9406, -1.1714, -0.2435], [0.0620, 0.2780, 1.4167], [-0.0313, -0.0818, 0.1465], [-0.2107, -0.0186, 0.0024], [-0.1830, -0.0281, -0.2113], [-0.4194, 0.3122, -0.0932], [0.0504, -0.1344, -0.0729], [-0.0983, -0.1509, -0.1132], [0.2336, -0.1836, 0.2757], [0.1175, -0.0252, 0.4197], [-0.2312, 0.1055, 0.1895], [0.2424, 0.1102, 0.0203], [-0.4389, 0.4118, -0.2647], [-0.5981, 0.3542, 0.0746], [-0.3115, -0.0490, -0.4665], [-0.0865, 0.0446, -0.3955], [0.2203, -0.2834, 0.1499], [0.1015, 0.7836, 0.1059], [-0.5857, -1.1739, 1.0232], [1.4244, -0.2675, -1.6314], [-0.1889, 0.3555, 0.8592], [-1.0049, 0.1724, -0.5128], [-0.6002, -0.0436, -0.5978], [-0.1245, -0.2628, 0.2766], [0.0363, -0.1357, -0.0474], [-0.0635, 0.1224, 0.1371], [0.1396, 0.1022, -0.0190], [-0.2347, -0.1510, 0.0756], [-0.1260, 0.5534, -0.6161], [0.2938, 0.1980, 0.2698], [0.0721, -0.4001, 0.3783], [0.2388, -0.1308, 0.2814], [0.2465, 0.0246, -0.1606], [0.0726, -0.1312, 0.2373], [0.0375, 0.2633, 0.3820], [0.1681, 0.1376, -0.0837], [0.0555, 0.3888, -0.2557], [-0.0523, -0.1852, -0.0141], [0.1059, -0.1805, -0.0623], [0.3115, -0.0257, -0.0173], [0.6527, 0.6250, -0.7644], [-0.4515, -0.1449, 0.7175], [-0.6829, 0.3486, -0.2793], [-0.3248, -0.0820, -0.3037], [-0.6076, -0.8652, -0.3578], [0.7249, 0.0101, 0.0578], [-0.0353, -0.0394, -0.0773], [-0.0970, 0.0008, 0.1216], [0.0191, -0.0460, 0.1479], [0.1861, 0.0046, 0.2260], [-0.1640, -0.0254, 0.2740], [0.0441, 0.4840, 0.2054], [-0.2327, -0.0911, 0.3300], [-0.0074, -0.0224, 0.0641], [-0.0132, 0.0515, -0.0041], [0.1080, -0.0525, 0.1785], [0.7268, 0.4945, 0.0511], [-0.1588, -0.2975, -0.4251], [-0.0018, -0.4662, 0.1608], [-0.2157, 0.1959, -0.0936], [0.2013, 0.0006, -0.2385], [0.7181, -0.1495, -0.1692], [-1.1873, 0.4248, 0.0704], [-0.2051, 0.2580, -0.3890], [-0.1681, -0.9288, 0.7765], [0.1554, 0.7847, -0.8685], [0.3371, 0.5633, 1.0344], [-0.6031, -0.1605, -1.1383], [0.0651, 0.4970, -0.0216], [0.1576, -0.0263, -0.1188], [0.0782, -0.0071, -0.0488], [-0.0474, -0.1557, 0.1913], [0.2277, -0.7377, -0.0595], [0.2371, -0.1106, 0.0772], [0.0906, 0.1258, -0.4201], [-0.0407, -0.2384, -0.1620], [-0.1219, -0.0463, 0.1881], [-0.0859, 0.0569, 0.4065], [-0.0073, 0.1738, -0.2718], [-0.0893, -0.0208, 0.2961], [0.5620, 0.2589, 0.3214], [-0.2662, -0.2831, 0.2034], [0.1092, -0.1502, -0.0111], [-1.4838, 0.0567, -0.4210], [0.4844, 0.0939, 0.0963], [0.8413, 0.3659, -0.3142], [-0.2120, 0.2741, -1.2597], [0.1924, -0.0845, 0.5301], [-0.4186, -0.4672, 1.1069], [-0.3060, -0.7715, -0.7487], [0.4863, -0.2501, 0.1493], [-0.0414, 0.0243, 0.1238], [0.2070, -0.0467, -0.2506], [0.4859, -0.2411, 0.2373], [-0.6163, -0.0115, -0.0070], [0.4659, 0.0954, 0.0662], [-0.2827, -0.3103, -0.1964], [0.0731, 0.2345, 0.1880], [-0.5278, 0.0470, -0.2257], [-0.0670, 0.0526, 0.0822], [0.0470, -0.0922, 0.1180], [0.0762, 0.4151, 0.3057], [0.2580, -0.0881, -0.1940], [0.0219, 0.4393, 0.3823], [0.2664, 0.1958, 0.1432], [-0.1154, 0.4539, 0.0110], [0.2578, -0.3007, -0.3662], [0.0350, -0.6490, 0.4594], [-0.9779, -0.0744, -0.2103], [0.3311, -0.1636, -0.3012], [0.2978, 0.5109, -0.0115], [0.3978, -0.0020, -0.6803], [0.1660, 0.0832, 0.1676], [-0.0681, -0.0439, 0.1565], [-0.0170, 0.1246, -0.3537], [0.0225, -0.2118, -0.4117], [0.0154, 0.1622, 0.5939], [0.1248, 0.3942, -0.2557], [0.3461, 0.1971, 0.2374], [0.0679, 0.5477, 0.2869], [0.0177, -0.3572, 0.5687], [-0.0487, -0.1357, -0.1247], [-0.2293, -0.6300, -0.0239], [-0.2342, 0.4607, -0.3025], [0.0219, -0.3735, 0.6136], [-0.6550, 0.0387, -0.0958], [0.2671, -0.0484, 0.1098], [0.0701, 0.3636, -0.3144], [0.4525, -0.7269, -0.1090], [0.4310, 0.1099, -0.1147], [-0.3580, 0.0387, 0.2779], [-0.3812, -0.4325, 0.0817], [-0.2042, 0.4071, 0.1524], [1.3732, 0.5962, 0.1832], [-0.6998, 0.3468, -0.6894], [-0.1334, 1.1809, -0.2711], [-0.5153, -0.5308, 0.8112], [0.6129, -0.8018, -0.7996], [-0.0227, 0.0665, -0.1300], [-0.2314, -0.0244, 0.1981], [-0.0461, -0.1739, -0.1538], [0.2696, -0.2935, 0.2046], [-0.0996, -0.2308, 0.1708], [-0.1872, -0.3599, 0.3962], [-0.3718, -0.2217, 0.1429], [0.0102, 0.4679, -0.0352], [1.0545, -0.5577, 0.1951], [0.6652, 0.1444, -1.1989], [-0.8255, -0.6964, 0.6617], [-0.4747, 0.6162, -0.1145], [0.7376, 0.5615, 0.3299], [-0.0966, -0.0777, 0.6060], [-0.4017, 0.5255, 0.0837], [0.1546, -0.3385, 0.0021], [-0.1932, -0.0582, 0.0379], [0.1438, -0.1271, -0.3471], [-0.0570, 0.1061, 0.0298], [-0.3661, 0.3180, 0.4874], [-0.2775, -0.5013, -0.6875], [0.5925, -0.0187, 0.7427], [-0.2495, 0.0999, 0.0741], [0.8516, 0.3224, -0.2041], [-1.2736, 0.5788, -0.9674], [-0.1863, -0.6194, 0.1196], [0.5854, 0.0565, -0.2014], [0.0051, -0.1467, -0.0398], [-0.1850, -0.1690, 0.0738], [0.0344, 0.0044, 0.1960], [-0.1952, 0.1243, -0.2062], [-0.2015, 0.0278, 0.1873], [0.5105, -0.5096, 0.7523], [-0.3041, 0.2165, -0.4236]],
  "mulliken_charge": [-1.24, -0.78, 1.76, -0.08, -1.66, -0.94, -0.83, 0.30, 0.43, 0.11, 0.49, 0.18, -0.15, 0.34, 0.32, 0.49, 0.36, 0.49, 0.30, 0.16, -0.43, 0.57, -1.63, 1.18, 0.14, -0.35, -1.28, -0.54, -0.69, 0.47, 0.39, 0.39, -0.81, -0.08, 0.34, 0.36, 0.30, 0.41, 0.29, 0.54, 0.08, 0.49, -0.28, 0.26, -0.31, -0.84, 0.20, -0.48, -1.26, -0.92, -0.35, 0.40, 0.51, -0.58, 0.54, 0.29, 0.40, 0.35, 0.28, 0.30, 0.45, 0.00, 0.64, 0.09, 0.36, -0.02, -1.40, -0.07, 0.17, -0.87, 0.00, 0.84, -1.93, 0.36, 0.41, 0.28, 0.53, -0.12, 0.44, 0.07, -0.17, 0.20, 0.23, -0.55, 0.45, 0.15, 0.51, 0.38, -1.23, -0.38, 0.12, -0.17, -1.36, -0.95, 0.27, 0.32, 0.45, 0.14, 0.41, 0.33, 0.45, 0.12, 0.43, 0.30, 0.33, 0.40, -0.12, -0.02, -0.25, 0.41, -1.23, 0.42, 0.13, -0.06, -1.53, 2.06, -1.92, 0.43, -0.02, 0.36, 0.61, -0.52, 0.02, 0.39, 0.43, 0.35, 0.32, -0.62, -0.84, 0.40, 0.40, 0.46, -0.75, -0.33, 0.13, 0.27, 0.31, 0.12, -0.59, -0.56, 0.29, -0.37, -0.57, 0.36, 0.25, 0.33, 0.28, -0.03, -0.02, 0.32, 0.29, -0.62, 0.66, -0.75, -0.50, 0.66, 0.20, 0.57, 0.34, -0.70, 0.28, 0.34, 0.10, -0.45, 0.27, 2.43, -0.24, -0.34, 0.75, -0.22, -0.10, -1.42, 0.11, -0.32, -0.19, -0.20, -0.54],
  "e_tot_ha": -2567.0603,
  "homo_lumo_gap_ev": 8.74,
  "smiles": "CCN(CC)CC.CCN(CC)CC.CCN(CC)CC.CCN(CC)CC.CCN(CC)CC.CCN(CC)CC.C1CCOC1.C1CCOC1.C1CCOC1.CO"
}